The following is a quantum chemistry calculation of one molecule with the formula C20H24N2O2 at a distorted geometry, from the Open Molecules 2025 dataset.

Calculated values
Calculated total energy, hartree: -1036.50866
Structure (SMILES): CC[C@]12N[C@H](C)[C@@H]3[C@H]4CO[C@H](C[C@H]41)[C@]1(C(=O)Nc4ccccc41)[C@@H]32
ΔE to the lowest compared entry with this formula, charge and spin, kcal/mol: 43.3
Orbital gap, eV: 9.255

Positions of all 48 atoms, in Å:
C1 1.40915 0.39581 2.50524
C2 2.25580 -0.88354 -0.38028
C3 -0.31057 -0.39902 -2.99038
C4 0.09886 0.41097 0.21016
H1 -1.13598 2.67712 0.35692
H2 -1.28421 1.36797 2.89971
H3 2.00694 -0.51108 2.38855
C5 0.08366 0.34205 1.72249
H4 -3.32900 1.71524 2.27933
H5 -1.79902 0.63987 -0.87875
H6 3.09017 1.74759 2.89787
C6 2.21057 1.69818 2.23209
H7 -2.89416 -2.58582 0.54190
H8 1.16968 0.38877 3.58253
H9 2.60435 1.76580 1.20226
C7 0.72120 -0.79662 -0.54945
H10 -3.09334 -1.48556 -0.76976
C8 0.75924 -0.49172 -2.03715
H11 3.38412 0.59185 -3.98250
H12 -1.18871 -1.01991 2.92376
H13 -0.77217 0.14885 -5.05437
C9 -0.02204 0.03860 -4.30121
C10 -1.99155 -0.66039 0.91126
O1 2.95748 -1.50184 0.43221
H14 -3.77100 1.92524 0.54042
C11 0.07920 -2.17624 -0.08326
H15 -2.86862 -0.33571 1.40768
O2 -1.21044 -2.43923 -0.67123
H16 0.77584 -2.98598 -0.34696
C12 1.33421 0.35246 -4.64901
C13 2.05190 -0.19535 -2.45401
H17 0.88532 -2.34657 1.95982
H18 0.60413 1.31376 -0.12397
C14 -1.40712 0.54481 0.12653
H19 1.62047 2.58072 2.44144
H20 3.87727 -0.65962 -1.57919
C15 -2.36252 -1.83909 -0.02996
N1 2.98288 -0.35359 -1.42025
N2 -0.72182 1.52511 2.07537
H21 -1.35631 -0.60537 -2.76169
H22 -3.13661 3.28832 1.50377
C16 -0.81410 -0.93446 1.89477
C17 2.35735 0.27923 -3.70951
C18 -1.58252 1.83930 0.92195
C19 -3.03006 2.18923 1.34605
H23 1.52802 0.71970 -5.65749
C20 -0.07528 -2.22627 1.42886
H24 -0.69071 -3.05355 1.69744

Cartesian forces, eV/Å:
-0.16 0.35 0.37
3.44 -1.99 2.18
1.04 0.58 -0.15
0.70 -0.30 -0.34
-0.32 -0.21 0.11
0.08 -0.13 0.15
0.05 0.26 -0.42
0.16 -0.74 1.20
0.01 -0.21 -0.04
-0.16 -0.05 -0.32
-0.30 -0.14 -0.25
0.66 -0.74 0.04
0.00 -0.53 0.29
-0.21 0.12 -0.24
-0.26 -0.12 0.31
0.34 -0.31 -0.04
0.51 -0.05 -0.25
-2.06 -0.12 -1.52
-0.71 -0.34 0.28
0.27 -0.09 -0.08
-0.45 -0.07 -0.17
2.20 -0.18 1.03
1.51 0.05 -1.34
-2.12 0.45 0.21
0.71 0.14 0.75
-0.06 0.23 0.29
-0.99 0.12 0.58
0.08 0.58 -0.28
-0.52 0.18 -0.49
-1.40 0.07 0.29
0.15 0.52 -0.35
-0.31 0.13 -0.42
-0.01 0.19 -0.17
-0.88 0.40 -1.21
-0.29 0.07 -0.08
2.39 -0.84 -0.17
0.94 0.70 0.75
-4.59 1.55 -0.29
0.13 0.63 0.13
0.44 -0.12 0.30
0.15 -0.75 -0.06
0.38 -0.49 0.12
0.20 0.14 -1.22
-0.57 -0.42 0.41
-0.16 0.88 -1.02
0.07 -0.13 0.28
0.34 1.64 0.81
-0.40 -0.91 0.01

***

The following is a quantum chemistry calculation of one molecule with the formula C20H24N2O2S2 at a distorted geometry, from the Open Molecules 2025 dataset.

Calculated values
Calculated total energy, hartree: -1832.94313
Structure (SMILES): Cc1ccc(/C=C2\SC(=S)N(CCCC(=O)NC3CCCC3)C2=O)cc1
ΔE to the lowest compared entry with this formula, charge and spin, kcal/mol: 0.0
Orbital gap, eV: 7.583

Positions of all 50 atoms, in Å:
H1 -1.46980 -0.75161 4.49333
H2 0.05088 0.10788 -4.80030
H3 -2.41955 -0.21321 -2.51728
N1 -1.69485 -1.58028 1.79598
H4 -3.41940 -1.93424 0.71922
H5 -3.08608 0.33906 -0.00090
H6 -0.71143 -2.93393 -0.07471
C1 -0.61844 -0.84394 3.81388
C2 1.58813 -1.22380 1.38338
C3 -2.37327 -1.66274 0.51269
N2 1.73318 -0.12574 2.15678
C4 1.61558 1.11010 1.53048
H7 0.17686 1.14016 3.96503
C5 -0.78584 3.19314 -3.72966
C6 -2.36237 -0.39705 -0.34378
H8 -2.28656 -3.68430 -0.30630
C7 -0.24538 3.14210 -2.46338
H9 -0.25668 -1.87258 3.85688
H10 -0.33098 3.99505 -1.80649
H11 -2.13054 2.82620 -6.00494
H12 2.56453 0.56113 3.90925
H13 -2.17071 -2.91554 -2.52934
C8 -1.73831 -2.74623 -0.38791
H14 2.17193 -1.18512 3.87278
C9 -0.69689 2.10201 -4.58964
C10 0.50125 0.89959 -2.87517
H15 1.02339 0.00739 -2.56667
O1 -1.07778 0.60253 1.94431
H16 -0.51874 2.55573 -6.66185
H17 -1.65998 -2.46292 2.28457
H18 -0.77631 -1.90911 -2.13977
C11 0.88829 1.97207 -0.64859
C12 -0.03825 0.96058 -4.14259
H19 0.89619 2.92493 -0.13098
C13 -1.26721 2.16584 -5.97082
C14 0.39773 1.98641 -2.00094
H20 -1.37822 0.06262 -0.32787
H21 -3.71025 -1.20528 -1.82094
C15 0.47728 0.12922 4.24792
H22 -1.56034 1.17745 -6.31683
S1 1.31819 -0.77208 -0.28928
H23 0.60513 0.09120 5.33004
S2 1.66208 -2.78048 1.88044
C16 1.82771 -0.18471 3.60035
C17 -1.77969 -2.18812 -1.81954
H24 -1.28673 4.09096 -4.06228
O2 1.79202 2.16004 2.09704
C18 1.27826 0.93058 0.11252
C19 -1.14458 -0.51670 2.41316
C20 -2.65556 -0.93651 -1.73814

Cartesian forces, eV/Å:
-0.03 -0.04 -0.02
0.00 -0.09 -0.07
-0.07 0.05 -0.06
-0.29 -0.35 0.01
0.12 0.07 -0.10
0.05 0.10 0.03
0.00 -0.04 0.09
0.11 0.33 0.05
0.15 -0.17 -0.21
-0.02 0.09 -0.14
0.09 -0.17 0.12
0.18 0.67 0.03
0.01 -0.03 0.13
-0.01 -0.07 -0.11
-0.15 0.03 -0.07
0.02 -0.07 0.01
0.12 -0.22 0.14
-0.09 -0.02 0.02
0.00 0.09 0.08
-0.07 0.01 -0.05
-0.04 -0.13 -0.04
0.08 -0.02 -0.08
-0.02 -0.05 -0.01
0.01 0.18 -0.09
0.03 -0.03 0.15
0.04 0.14 0.22
0.03 -0.07 -0.10
-0.10 0.44 -0.03
-0.01 0.01 -0.10
0.16 0.19 0.08
0.05 -0.02 -0.05
0.37 -0.42 0.96
-0.08 0.07 -0.09
0.01 0.03 0.08
0.06 0.03 -0.06
-0.20 0.01 -0.60
-0.01 0.04 0.03
-0.08 0.00 -0.06
0.01 -0.11 -0.19
-0.05 -0.03 -0.06
0.05 -0.14 0.19
0.00 0.03 0.02
0.06 -0.25 -0.20
0.04 0.21 0.60
-0.18 -0.08 -0.10
-0.06 0.09 -0.03
-0.06 -0.12 0.05
-0.25 0.35 -0.84
-0.07 -0.49 0.45
0.05 0.02 0.06

***

The following is a quantum chemistry calculation of one molecule with the formula C20H24N2O3, from the Open Molecules 2025 dataset.

Calculated values
Calculated total energy, hartree: -1111.80222
Structure (SMILES): COc1ccc2cc([C@H](C)C(=O)N3CCC(C(N)=O)CC3)ccc2c1
ΔE to the lowest compared entry with this formula, charge and spin, kcal/mol: 16.1
Orbital gap, eV: 8.569

Positions of all 49 atoms, in Å:
H1 -0.79054 1.25675 -1.74731
C1 1.47348 1.99721 -0.71211
C2 0.03089 3.96504 -0.16791
H2 2.48128 0.81422 1.74056
H3 0.89196 4.62865 -0.18184
C3 -1.41605 1.45288 1.57013
O1 -5.86502 -2.06591 -0.67055
H4 -4.71853 -0.85773 1.50163
N1 5.67151 -2.86889 -0.03193
C4 -3.08376 0.08135 0.48879
H5 2.79024 -0.55220 -1.72069
H6 5.20486 -0.29265 -1.00461
H7 -0.38352 3.92574 -1.17133
C5 3.15488 0.33283 -1.18837
C6 -2.97615 -0.30561 -1.91015
C7 0.45134 2.56092 0.27477
C8 4.37223 -0.03095 -0.34974
C9 -2.43276 0.29509 -0.75266
H8 2.36595 -1.65734 1.89867
C10 -1.27643 1.09498 -0.79590
H9 -3.03511 0.52668 2.59288
H10 -7.41092 -2.95988 0.22729
C11 -2.54263 0.68273 1.64320
C12 1.96609 0.22929 0.96325
O2 1.69426 2.52051 -1.78911
H11 3.39257 1.10554 -1.92305
O3 3.57408 -3.15895 -0.77529
H12 -6.95441 -1.40474 0.96632
C13 -4.24666 -0.71559 0.54130
C14 -4.75171 -1.28371 -0.60099
H13 -5.95245 -2.85759 1.24485
H14 6.34075 -2.32652 0.48337
H15 0.91386 2.62665 1.26570
C15 -4.09978 -1.07048 -1.83878
H16 -1.01420 1.90995 2.46436
H17 -2.48274 -0.14600 -2.85761
C16 -0.76362 1.66766 0.34115
H18 -4.52671 -1.53442 -2.71405
H19 5.98850 -3.69154 -0.51771
C17 4.37046 -2.51111 -0.13706
H20 -0.71894 4.36380 0.51178
H21 1.99901 -1.77044 0.18012
C18 2.53393 -1.18472 0.93013
H22 0.90586 0.17467 1.22311
C19 4.02720 -1.20837 0.58460
H23 4.63381 -1.14108 1.49265
H24 4.66911 0.83904 0.23973
N2 2.11756 0.87114 -0.32683
C20 -6.57307 -2.32687 0.51524

Cartesian forces, eV/Å:
0.09 0.02 -0.16
-0.02 -0.02 0.35
0.19 -0.09 0.09
-0.10 -0.04 0.02
0.03 0.11 -0.04
-0.17 -0.07 0.02
0.27 0.13 -0.29
-0.09 -0.05 0.06
0.48 -0.26 -0.03
0.22 0.09 -0.35
0.04 0.06 -0.06
0.04 0.06 0.02
-0.03 0.02 -0.05
0.29 0.16 -0.32
-0.22 -0.17 -0.05
-0.08 0.31 -0.26
-0.12 -0.01 -0.10
-0.12 0.01 0.37
-0.06 -0.01 -0.03
0.12 0.11 0.26
-0.04 -0.02 0.09
0.05 0.04 0.07
0.09 0.09 0.09
-0.13 -0.05 0.47
-0.13 0.29 -0.30
-0.03 -0.20 0.09
-0.32 -0.20 -0.27
0.03 -0.03 -0.01
-0.42 -0.31 -0.07
0.05 0.08 0.27
-0.02 0.04 -0.03
-0.07 0.00 0.01
-0.05 -0.10 -0.04
0.05 0.02 -0.07
0.04 0.03 0.10
0.03 0.00 -0.11
-0.03 -0.11 -0.17
-0.02 -0.04 -0.12
-0.03 0.05 -0.01
0.14 0.36 0.45
-0.06 0.02 0.07
0.01 -0.01 0.07
0.01 0.11 0.01
0.17 0.02 0.05
-0.19 -0.13 -0.10
-0.02 -0.03 -0.03
0.04 0.01 -0.03
0.19 -0.26 -0.14
-0.11 -0.04 0.22

***

The following is a quantum chemistry calculation of one molecule with the formula C20H24N2O3, from the Open Molecules 2025 dataset.

Calculated values
Calculated total energy, hartree: -1111.75175
Structure (SMILES): Cc1ccc(OCCC(=O)N2CCN(c3ccc(O)cc3)CC2)cc1
ΔE to the lowest compared entry with this formula, charge and spin, kcal/mol: 47.8
Orbital gap, eV: 7.965

Positions of all 49 atoms, in Å:
H1 2.18768 -7.16217 -0.91492
H2 -0.44970 9.48113 -0.44306
H3 1.28826 -4.90819 -1.06795
C1 -2.11644 5.56949 0.31380
C2 -2.09161 6.93510 0.50227
C3 -0.44180 -0.54759 -1.05764
O1 0.64747 -3.36725 1.10189
N1 -0.89149 0.71833 -0.88886
C4 0.40262 -2.70253 -0.11880
C5 -1.83047 2.67249 0.24097
H4 -0.32517 -3.25400 -0.72719
H5 3.81169 -8.57215 1.60117
H6 2.23364 -9.20073 2.06423
O2 -0.28876 -1.02960 -2.16429
H7 0.57023 -0.78109 0.82859
C6 1.96342 -6.62586 -0.00371
C7 -0.22291 7.10542 -0.97901
O3 -1.15703 9.07086 0.06767
C8 2.76104 -8.61639 1.31257
H8 -0.59023 1.07296 -2.89535
C9 1.45132 -5.34125 -0.09378
C10 -0.15259 -1.32206 0.21502
C11 2.19087 -7.23268 1.22072
C12 -1.01478 1.38665 0.38887
C13 1.89007 -6.51396 2.37390
C14 -0.23745 5.73506 -1.15891
H9 0.57266 2.84364 -1.58496
C15 -1.08848 1.55926 -2.05402
H10 1.32814 -2.59737 -0.69924
H11 -0.02165 1.63672 0.78724
H12 1.14531 -4.67806 3.19484
H13 0.50720 5.29286 -1.80079
H14 -1.06905 -1.44017 0.79694
C16 -1.14357 7.71981 -0.14313
H15 -1.51647 0.73396 1.10800
C17 -0.50379 2.94259 -1.79798
H16 -2.15615 1.64209 -2.28603
C18 -1.18355 4.93370 -0.51415
H17 -1.87829 3.15637 1.21932
H18 -0.62104 3.55293 -2.69843
H19 0.52171 7.70151 -1.49103
N2 -1.20977 3.56762 -0.70337
H20 -2.81372 7.41501 1.14340
H21 -2.88627 4.99687 0.80610
C19 1.15476 -4.63345 1.06363
H22 2.05816 -6.96559 3.34117
H23 2.69180 -9.12939 0.35659
H24 -2.85617 2.41513 -0.06412
C20 1.38036 -5.23602 2.30184

Cartesian forces, eV/Å:
0.02 -0.06 -0.08
-0.09 -0.06 0.06
-0.03 0.07 -0.08
0.08 -0.08 -0.02
0.19 0.34 -0.07
-0.05 -0.02 0.37
0.00 -0.01 0.24
-0.16 0.28 -0.16
-0.09 0.22 -0.35
-0.08 -0.15 0.08
0.15 0.03 0.05
0.07 -0.09 0.01
0.00 -0.11 0.02
0.11 -0.32 -0.26
-0.06 0.04 0.08
0.04 -0.12 0.20
-0.15 0.21 0.13
-0.01 0.20 0.03
0.06 0.06 0.03
-0.11 0.13 0.10
-0.14 0.39 -0.05
0.19 -0.47 -0.19
-0.01 -0.06 -0.13
0.00 0.10 0.42
-0.03 0.09 -0.11
-0.06 -0.17 0.00
-0.02 0.03 -0.13
0.15 0.09 -0.34
-0.13 -0.08 0.04
-0.11 0.01 0.06
-0.03 0.07 0.11
0.07 -0.08 -0.06
0.01 0.08 0.06
0.08 -0.28 -0.11
0.06 0.09 -0.01
0.00 -0.07 -0.09
0.08 0.01 -0.07
0.00 0.26 0.02
-0.02 -0.09 -0.06
0.06 -0.05 0.03
0.06 0.04 -0.04
0.03 -0.36 -0.06
-0.11 0.05 0.08
-0.08 -0.07 0.03
0.06 -0.14 0.07
0.01 -0.04 0.11
0.01 -0.09 -0.03
0.02 0.00 0.16
-0.06 0.17 -0.08